C6H9N2O2 | ωB97M-V/def2-TZVPD

spin multiplicity = 1
Kohn-Sham gap = 8.539 eV
LUMO = 3.702 eV
total charge = -1

Each line ends with the Löwdin charge.
Element x y z (Å)
C: 2.66 -1.63 -1.76  -0.04
C: 1.93 -0.55 -2.58  -0.75
O: 2.28 -0.39 -3.76  -0.06
O: 1.00 0.09 -1.99  -0.11
H: 3.65 -1.26 -1.53  0.06
H: 2.68 -2.57 -2.32  0.06
H: 2.13 -1.78 -0.82  0.04
C: -2.54 1.93 2.07  -0.07
C: -0.80 -1.05 1.10  -0.23
C: -0.70 1.03 0.49  -0.09
C: -1.64 0.88 1.48  -0.39
N: -0.12 -0.18 0.33  0.04
N: -1.72 -0.44 1.83  0.05
H: 0.46 -0.39 -0.56  0.09
H: -0.47 -2.07 1.25  0.10
H: -0.51 1.89 -0.12  0.11
H: -1.94 2.69 2.58  0.06
H: -3.05 1.50 2.94  0.06
H: -3.29 2.29 1.38  0.06

---

C6H9N2O2 | ωB97M-V/def2-TZVPD

spin multiplicity = 1
Kohn-Sham gap = 6.852 eV
LUMO = 3.093 eV
total charge = -1

Each line ends with the Löwdin charge.
Element x y z (Å)
C: 0.03 -1.74 -3.57  -0.07
C: 0.12 -0.69 -2.53  -0.39
C: -0.10 1.17 -1.25  -0.15
C: 0.78 -0.83 -1.32  -0.10
N: -0.52 0.51 -2.40  0.05
N: 0.58 0.25 -0.51  0.04
H: -0.06 2.22 -0.89  0.12
H: -0.18 -2.70 -3.18  0.05
H: 1.08 -1.69 -4.13  0.12
H: 0.78 0.43 0.44  0.12
H: 1.13 -1.62 -0.59  0.13
H: -0.81 -1.55 -4.28  0.08
C: -0.98 0.81 3.06  -0.05
C: 0.36 1.09 3.99  -0.87
O: 0.68 0.09 4.64  -0.10
O: 0.75 2.19 3.95  -0.02
H: -1.12 1.62 2.33  0.04
H: -1.72 0.58 3.70  -0.01
H: -0.82 -0.13 2.54  0.02

---

C6H9N2O2 | ωB97M-V/def2-TZVPD

spin multiplicity = 2
Kohn-Sham gap (spin up / spin down) = 7.038 / 2.986 eV
LUMO (spin up / spin down) = -0.573 / -4.616 eV
total charge = 0

Each line ends with the Mulliken spin population.
Element x y z (Å)
C: 0.37 -3.50 1.73  0.01
C: -1.14 -0.28 1.95  0.34
C: -0.12 -1.44 0.38  0.30
C: 0.00 -2.09 1.53  0.35
N: -0.88 -0.30 0.59  -0.06
N: -0.65 -1.43 2.49  -0.05
H: -0.40 0.57 0.05  0.02
H: -1.74 0.35 2.44  0.03
H: 0.37 -1.45 -0.57  0.01
H: 0.35 -3.91 2.75  0.00
H: 1.39 -3.58 1.39  0.02
H: -0.25 -4.17 1.02  0.03
C: 0.96 3.27 -2.67  0.00
C: 0.47 2.06 -1.92  0.00
O: 0.41 2.10 -0.72  0.00
O: 0.19 1.07 -2.57  0.00
H: 0.20 3.95 -2.35  0.00
H: 0.75 3.17 -3.74  0.00
H: 1.98 3.75 -2.34  0.00

---

C6H9N3O | ωB97M-V/def2-TZVPD

spin multiplicity = 1
SMILES = C/N=C1/CN=CN1C(C)=O
Kohn-Sham gap = 10.039 eV
LUMO = 0.716 eV
total charge = 0

Each line ends with the Löwdin charge.
Element x y z (Å)
C: -0.94 -2.35 -0.43  -0.13
N: -1.43 -1.41 0.59  0.02
C: -1.02 -0.22 0.66  -0.23
C: -1.52 0.64 1.86  -0.10
N: -0.55 1.71 1.96  0.07
C: 0.25 1.65 0.97  -0.12
N: 0.14 0.51 0.11  0.09
C: 0.74 0.42 -1.15  -0.44
C: 2.22 0.76 -1.38  0.02
O: 0.09 0.04 -2.09  0.09
H: 0.11 -2.79 -0.02  0.13
H: -1.86 -3.09 -0.45  0.09
H: -0.98 -1.96 -1.44  0.04
H: -2.48 0.93 1.65  0.09
H: -1.50 0.13 2.72  0.08
H: 0.91 2.37 0.80  0.09
H: 2.20 1.59 -1.97  0.04
H: 2.82 1.17 -0.58  0.07
H: 2.77 -0.09 -1.82  0.10

---

C6H9N3O | ωB97M-V/def2-TZVPD

spin multiplicity = 1
SMILES = [H]/N=N\O[C@@H]1C=C/C(=N\[H])CC1
Kohn-Sham gap = 9.663 eV
LUMO = 0.533 eV
total charge = 0

Each line ends with the Löwdin charge.
Element x y z (Å)
H: 2.74 1.26 -2.41  0.11
N: 1.71 0.97 -2.44  0.09
N: 1.15 0.39 -1.60  -0.12
O: 1.90 -0.18 -0.59  -0.09
C: 1.09 -0.87 0.39  -0.27
C: -0.09 -1.50 -0.42  -0.03
C: -1.28 -0.88 -0.49  -0.07
C: -1.56 0.36 0.17  -0.35
N: -2.68 0.97 0.25  0.14
H: -3.51 0.55 -0.14  0.04
C: -0.38 1.08 0.92  -0.12
C: 0.52 0.04 1.51  -0.15
H: 1.76 -1.58 0.93  0.15
H: -0.04 -2.52 -0.82  0.11
H: -2.08 -1.38 -1.14  0.13
H: 0.25 1.45 0.12  0.10
H: -0.61 1.92 1.38  0.06
H: -0.09 -0.62 2.24  0.15
H: 1.21 0.55 2.14  0.10

---

C6H9N3O | ωB97M-V/def2-TZVPD

spin multiplicity = 1
SMILES = C=CCCNc1ncno1
Kohn-Sham gap = 9.859 eV
LUMO = 0.759 eV
total charge = 0

Each line ends with the Löwdin charge.
Element x y z (Å)
C: 1.11 -2.20 1.53  0.00
C: 1.41 -1.13 0.84  -0.25
C: 1.05 -0.90 -0.55  -0.24
C: 0.36 0.41 -0.77  -0.16
N: -1.12 0.41 -0.36  0.13
C: -1.53 1.66 -0.17  -0.41
N: -2.75 2.02 -0.03  0.12
C: -2.72 3.38 0.03  -0.20
N: -1.54 3.86 -0.16  0.03
O: -0.70 2.80 -0.26  -0.01
H: 1.29 -2.37 2.59  0.06
H: 0.45 -2.94 1.12  0.05
H: 2.15 -0.35 1.23  0.13
H: 0.43 -1.85 -0.81  0.14
H: 2.06 -0.74 -1.22  0.18
H: 0.95 1.17 -0.24  0.13
H: 0.32 0.59 -1.76  0.08
H: -1.73 -0.17 -0.78  0.10
H: -3.64 3.95 0.00  0.11